{
  "formula": "C40H53FO7S",
  "method": "ωB97M-V/def2-TZVPD",
  "elements": ["C", "C", "C", "C", "C", "C", "C", "C", "C", "C", "C", "C", "C", "O", "C", "C", "C", "C", "C", "O", "C", "C", "F", "C", "S", "C", "C", "C", "C", "C", "C", "C", "C", "C", "C", "C", "O", "H", "H", "H", "H", "H", "H", "H", "H", "H", "H", "H", "H", "H", "H", "H", "H", "H", "H", "H", "H", "H", "H", "H", "H", "H", "H", "H", "H", "H", "H", "H", "H", "H", "H", "H", "H", "H", "H", "H", "H", "H", "O", "C", "O", "C", "C", "C", "H", "H", "H", "H", "H", "H", "O", "C", "O", "C", "C", "C", "H", "H", "H", "H", "H", "H"],
  "coordinates": [[-4.819779, -3.551535, -3.667203], [-4.850437, -3.573591, -5.200288], [-4.327321, -2.292449, -5.875233], [-3.245842, -2.522110, -6.934476], [-2.039731, -3.371099, -6.513175], [-1.423130, -3.014869, -5.158199], [-0.322479, -1.942183, -5.213222], [0.726055, -2.067218, -4.097375], [0.424299, -1.280577, -2.815546], [-1.001935, -1.361879, -2.285630], [-1.418165, -2.668060, -1.584300], [-0.495347, -3.055319, -0.471221], [0.578157, -3.850897, -0.577606], [0.990350, -4.447028, -1.723734], [0.231048, -5.561419, -2.213234], [-0.015283, -6.666840, -1.202552], [-0.547698, -7.913775, -1.916487], [0.526292, -8.655532, -2.723480], [1.409160, -4.131498, 0.641714], [2.009598, -5.166651, 0.793118], [1.439105, -3.025856, 1.647416], [2.553583, -2.806423, 2.438502], [3.629079, -3.578329, 2.313107], [2.586174, -1.742180, 3.327712], [3.986043, -1.462818, 4.377327], [1.472441, -0.920311, 3.434671], [0.314477, -1.122924, 2.691710], [-0.893060, -0.212710, 2.827978], [-0.626834, 1.246425, 3.111067], [-0.934469, 2.177369, 2.125459], [-0.732629, 3.535288, 2.326934], [-0.220972, 3.985599, 3.533830], [0.069452, 3.075329, 4.538997], [-0.138586, 1.721806, 4.327990], [0.325223, -2.186839, 1.783707], [-0.826152, -2.506451, 0.883466], [-1.982198, -2.323820, 1.205241], [-5.752465, -3.169696, -3.254018], [-4.016105, -2.922942, -3.281528], [-4.668278, -4.551850, -3.260799], [-4.314797, -4.445277, -5.575072], [-5.889477, -3.717625, -5.503297], [-3.939990, -1.615468, -5.108291], [-5.144432, -1.757374, -6.359590], [-2.898618, -1.556568, -7.310912], [-3.712101, -3.017842, -7.792307], [-1.271690, -3.245503, -7.280378], [-2.310965, -4.426960, -6.527145], [-1.007100, -3.919140, -4.705856], [-2.204734, -2.677740, -4.478111], [-0.770625, -0.945678, -5.182591], [0.192958, -2.042129, -6.170932], [1.685555, -1.709404, -4.476832], [0.870188, -3.125666, -3.874371], [0.636590, -0.226709, -3.017193], [1.132142, -1.587445, -2.043004], [-1.716132, -1.187844, -3.090548], [-1.150386, -0.542715, -1.574583], [-1.543906, -3.469162, -2.310321], [-2.400243, -2.498415, -1.140841], [-0.725695, -5.219069, -2.618258], [0.816072, -5.943357, -3.049376], [-0.739684, -6.326698, -0.461325], [0.925377, -6.912152, -0.713058], [-1.377212, -7.643309, -2.572426], [-0.929596, -8.586388, -1.148153], [0.580558, -8.296839, -3.751343], [0.338496, -9.726429, -2.747189], [1.512881, -8.500225, -2.283540], [4.871402, -1.215380, 3.405827], [1.552410, -0.087620, 4.114870], [-1.557200, -0.624854, 3.590669], [-1.445696, -0.266773, 1.895381], [-1.334794, 1.835472, 1.178462], [-0.987644, 4.233725, 1.540606], [-0.061689, 5.040962, 3.714526], [0.447280, 3.429413, 5.488034], [0.047011, 1.044309, 5.151332], [0.797212, 5.085935, 7.005794], [0.730858, 6.264326, 6.807091], [-0.394709, 6.972158, 7.059797], [-0.235961, 8.334369, 6.624771], [1.270027, 8.570416, 6.582650], [1.789780, 7.179161, 6.228878], [-0.697517, 8.431192, 5.639107], [-0.763016, 8.977273, 7.325146], [1.562150, 9.346963, 5.879124], [1.627521, 8.858940, 7.571610], [1.829108, 7.018392, 5.152094], [2.764211, 6.954913, 6.651828], [4.776941, 9.169471, 4.526581], [4.305698, 8.832640, 3.482913], [3.364170, 7.858793, 3.401405], [3.027030, 7.594320, 2.027377], [3.419500, 8.858959, 1.270778], [4.608387, 9.357465, 2.092360], [3.594079, 6.721068, 1.699645], [1.965299, 7.365432, 1.975005], [3.643750, 8.671889, 0.223215], [2.607156, 9.585136, 1.319389], [5.552309, 8.918102, 1.765984], [4.709870, 10.438428, 2.113954]],
  "atomic_forces_ev_per_a": [[0.063, -0.085, -0.005], [-0.313, 0.124, -0.026], [0.243, 0.025, 0.080], [-0.079, -0.137, -0.198], [-0.012, 0.224, 0.044], [0.076, 0.120, 0.077], [0.046, -0.232, 0.072], [-0.114, 0.020, -0.035], [0.001, -0.002, -0.268], [0.020, 0.015, 0.344], [-0.220, -0.058, -0.096], [0.134, -0.013, -0.014], [-0.275, 0.042, 0.048], [0.047, -0.076, 0.178], [-0.098, -0.210, -0.149], [0.024, 0.035, -0.456], [0.245, -0.111, 0.219], [0.029, 0.264, -0.021], [0.082, 0.061, 0.068], [0.043, 0.051, -0.184], [0.010, 0.021, 0.076], [-0.177, 0.042, -0.075], [0.084, -0.034, 0.011], [-0.030, 0.071, 0.044], [-0.013, 0.066, 0.140], [0.196, -0.079, 0.013], [-0.077, -0.066, -0.114], [0.067, 0.041, -0.020], [0.064, 0.023, 0.053], [0.139, 0.070, -0.116], [0.002, 0.019, 0.032], [0.002, 0.012, 0.011], [0.042, 0.007, -0.008], [-0.144, -0.037, 0.059], [0.031, -0.139, 0.002], [-0.057, 0.069, -0.033], [0.155, 0.057, -0.071], [-0.011, 0.074, 0.018], [0.064, -0.004, -0.017], [-0.066, -0.025, 0.042], [0.126, 0.011, 0.026], [0.027, -0.142, -0.080], [-0.021, 0.033, 0.013], [-0.062, 0.057, 0.048], [-0.021, 0.081, 0.083], [0.032, 0.020, -0.044], [0.022, -0.158, -0.060], [-0.064, -0.034, 0.061], [0.088, -0.026, -0.061], [-0.061, -0.158, 0.049], [0.018, 0.094, -0.157], [-0.015, 0.081, -0.053], [0.041, -0.008, 0.027], [0.001, -0.028, 0.086], [-0.025, 0.030, 0.004], [0.013, 0.020, 0.072], [-0.029, 0.105, -0.045], [0.013, 0.000, 0.019], [0.169, 0.008, -0.018], [-0.049, -0.076, -0.007], [-0.002, 0.040, 0.004], [0.092, 0.067, 0.017], [0.065, 0.007, 0.144], [-0.018, 0.061, 0.203], [-0.163, -0.056, 0.072], [-0.155, -0.004, -0.048], [0.004, -0.040, -0.045], [-0.043, -0.044, -0.084], [0.019, -0.075, 0.066], [0.055, -0.071, -0.085], [-0.072, 0.080, 0.010], [-0.011, -0.049, 0.033], [-0.153, -0.001, 0.073], [-0.020, -0.028, -0.015], [0.009, 0.036, -0.009], [-0.023, 0.045, -0.055], [-0.025, -0.029, 0.020], [0.011, -0.114, -0.013], [0.004, 0.012, 0.096], [0.066, -0.059, -0.153], [-0.056, 0.056, 0.032], [0.035, 0.057, -0.018], [0.034, -0.078, -0.007], [-0.111, 0.213, 0.250], [0.012, 0.007, -0.010], [-0.029, -0.047, 0.027], [-0.017, -0.028, -0.038], [-0.005, 0.021, 0.001], [0.071, -0.031, -0.023], [0.037, -0.098, -0.102], [-0.014, 0.032, 0.048], [0.062, 0.037, -0.009], [-0.098, -0.052, -0.067], [0.027, -0.001, -0.062], [0.067, 0.056, 0.070], [-0.250, -0.048, -0.077], [0.006, 0.002, -0.016], [-0.003, -0.012, 0.060], [0.033, -0.037, 0.011], [-0.010, -0.005, -0.015], [0.033, 0.023, -0.004], [0.112, 0.001, 0.033]],
  "homo_ha": -0.333,
  "total_charge": 0,
  "smiles": "CCCCCCCCCCCC1=C(OCCCC)C(=O)c2c(F)c(S)cc(Cc3ccccc3)c2C1=O.O=C1CCCO1.O=C1CCCO1",
  "lumo_ev": -0.78
}